(w)
DFT (wB97M-V/def2-TZVPD) results for a single C5H7NO molecule.

Atoms and positions in Å:
O  -0.836  0.880  -0.714
N  0.763  -2.347  -0.973
C  -0.228  2.043  1.318
C  -0.628  -0.306  -1.357
C  -0.130  0.841  0.443
C  0.537  -0.337  0.543
C  0.217  -1.090  -0.640
H  0.569  2.034  2.066
H  1.202  -0.642  1.339
H  0.434  -3.079  -0.354
H  -1.122  -0.424  -2.310
H  -1.191  2.083  1.840
H  -0.132  2.957  0.721
H  0.543  -2.613  -1.925

**Multiplicity**: 1
**SMILES**: Cc1cc(N)co1
**HOMO-LUMO gap**: 9.126 eV
**E_HOMO**: -8.058 eV


(x)
DFT (wB97M-V/def2-TZVPD) results for a single C5H7NO molecule.

Atoms and positions in Å:
O  2.189  1.840  -0.170
N  -1.227  0.380  -0.403
C  -0.116  -0.426  -1.040
C  0.093  0.864  -0.415
C  -0.180  -1.474  0.088
C  0.935  1.594  0.301
C  -1.286  -0.592  0.720
H  -2.270  -1.062  0.769
H  -1.063  -0.104  1.674
H  2.086  1.657  -1.116
H  -0.065  -0.657  -2.101
H  0.731  2.046  1.266
H  0.733  -1.626  0.671
H  -0.562  -2.441  -0.245

**Multiplicity**: 1
**SMILES**: O/C=C1\[C@H]2CCN12
**HOMO-LUMO gap**: 9.320 eV
**E_HOMO**: -8.448 eV


So which one is most stable? That would be (w), about 73.0 kcal/mol below the next structure.


(w)
DFT (wB97M-V/def2-TZVPD) results for a single C5H8N2 molecule.

Atoms and positions in Å:
N  2.573  -0.463  -1.476
N  0.156  0.206  0.877
C  -0.738  -0.225  -0.178
C  -0.474  1.220  0.025
C  2.111  -0.433  -0.331
C  -1.964  -0.925  0.334
C  1.555  -0.015  0.771
H  -2.259  -0.464  1.281
H  -2.796  -0.878  -0.374
H  -1.191  1.858  0.536
H  -0.295  -0.639  -1.090
H  2.196  0.319  1.575
H  2.571  0.544  -1.674
H  -1.722  -1.975  0.534
H  0.117  1.725  -0.744

**Multiplicity**: 1
**SMILES**: C[C@H]1CN1C=C=N
**HOMO-LUMO gap**: 9.369 eV
**E_HOMO**: -8.534 eV


(x)
DFT (wB97M-V/def2-TZVPD) results for a single C5H8N2 molecule.

Atoms and positions in Å:
N  -0.781  1.439  0.483
N  -0.723  0.223  0.090
C  -1.781  -0.364  -0.701
C  0.513  -0.414  0.572
C  1.506  -0.708  -0.565
C  1.183  0.607  1.424
C  0.332  1.703  1.217
H  -1.914  -1.414  -0.429
H  1.001  -1.077  -1.459
H  2.068  0.197  -0.810
H  2.214  -1.460  -0.214
H  0.216  -1.333  1.087
H  -2.700  0.182  -0.497
H  0.427  2.724  1.572
H  -1.561  -0.306  -1.770

**Multiplicity**: 1
**HOMO-LUMO gap**: 8.020 eV
**E_HOMO**: -8.158 eV


So which one is most stable? That would be (w), about 14.3 kcal/mol below the next structure.


(w)
DFT (wB97M-V/def2-TZVPD) results for a single C5H8N2 molecule.

Atoms and positions in Å:
N  -0.538  1.305  0.255
N  -0.881  0.072  -0.284
C  2.295  -0.054  -0.016
C  -2.271  -0.113  -0.636
C  1.178  -0.732  0.539
C  -0.013  -0.944  -0.153
C  3.303  0.606  -0.081
H  -2.428  -1.122  -1.015
H  4.108  1.257  0.118
H  -2.918  0.040  0.235
H  -0.417  -1.932  -0.327
H  -0.945  1.405  1.193
H  1.477  -1.574  1.157
H  0.587  1.162  0.408
H  -2.538  0.625  -1.392

**Multiplicity**: 1
**SMILES**: C#C/C=C\N(C)N
**HOMO-LUMO gap (alpha / beta)**: 7.840 / 7.841 eV
**E_HOMO (alpha / beta)**: -7.118 / -7.118 eV


(x)
DFT (wB97M-V/def2-TZVPD) results for a single C5H8N2 molecule.

Atoms and positions in Å:
N  -1.764  -1.533  0.604
N  -0.144  -0.903  -1.042
C  -0.157  0.359  0.883
C  -0.399  -1.029  0.429
C  0.458  0.204  -1.301
C  1.400  2.129  -0.144
C  0.604  1.016  -0.101
H  0.363  -1.744  0.750
H  -0.091  0.583  1.941
H  0.823  0.434  -2.300
H  1.897  2.407  -1.061
H  -1.764  -2.255  1.307
H  1.549  2.698  0.767
H  -2.320  -0.751  0.954
H  -0.454  -1.616  -1.688

**Multiplicity**: 1
**HOMO-LUMO gap (alpha / beta)**: 6.154 / 6.159 eV
**E_HOMO (alpha / beta)**: -6.015 / -5.970 eV


(y)
DFT (wB97M-V/def2-TZVPD) results for a single C5H8N2 molecule.

Atoms and positions in Å:
N  0.687  -0.826  0.570
N  -0.497  0.353  -1.114
C  -0.943  0.787  1.225
C  -1.170  1.018  -0.205
C  0.576  -0.368  -0.629
C  1.693  -0.585  -1.603
C  -0.457  -0.624  1.441
H  -0.146  -0.792  2.472
H  -2.180  0.835  0.972
H  -1.739  1.876  -0.556
H  -0.469  1.594  1.781
H  2.124  0.371  -1.898
H  1.299  -1.069  -2.497
H  2.461  -1.213  -1.159
H  -1.239  -1.358  1.197

**Multiplicity**: 1
**SMILES**: CC1=NCCC=N1
**HOMO-LUMO gap**: 9.782 eV
**E_HOMO**: -9.152 eV


So which one is most stable? That would be (y), about 14.4 kcal/mol below the next structure.


(w)
DFT (wB97M-V/def2-TZVPD) results for a single C5H8N2 molecule.

Atoms and positions in Å:
N  -2.765  1.569  -0.794
N  0.695  1.268  -0.297
C  -0.259  -1.025  -0.964
C  -0.539  1.107  0.480
C  -1.796  1.353  -0.199
C  0.288  -0.077  0.082
C  1.213  -0.710  1.100
H  0.469  1.460  -1.270
H  0.564  -1.542  -1.468
H  2.187  -0.879  0.629
H  -0.901  -1.781  -0.498
H  -0.499  1.482  1.500
H  0.827  -1.672  1.451
H  1.372  -0.057  1.961
H  -0.856  -0.497  -1.714

**Multiplicity**: 1
**SMILES**: CC1(C)N[C@H]1C#N
**HOMO-LUMO gap**: 10.954 eV
**E_HOMO**: -10.058 eV


(x)
DFT (wB97M-V/def2-TZVPD) results for 2 unconnected molecules or ions with the total composition C5H8N2.

Atoms and positions in Å:
N  -1.856  0.125  -0.163
N  2.420  -1.019  -0.615
C  -2.564  1.120  -0.499
C  2.351  1.377  0.334
C  -1.041  -0.594  0.357
C  -0.783  -2.036  0.209
C  2.391  0.044  -0.200
H  0.043  -2.339  0.847
H  3.052  1.465  1.163
H  -3.476  1.339  0.028
H  1.339  1.581  0.683
H  -2.304  1.716  -1.356
H  -1.670  -2.613  0.478
H  2.624  2.095  -0.439
H  -0.527  -2.259  -0.826

**Multiplicity**: 1
**HOMO-LUMO gap**: 8.252 eV
**E_HOMO**: -7.534 eV


(y)
DFT (wB97M-V/def2-TZVPD) results for a single C5H8N2 molecule.

Atoms and positions in Å:
N  0.112  0.445  0.364
N  -1.600  1.635  -0.498
C  -0.872  1.296  -1.516
C  0.405  0.689  -1.062
C  -0.976  1.157  0.636
C  0.909  -0.428  1.047
C  0.519  -1.843  0.670
H  0.977  -0.223  2.114
H  -0.426  -2.085  1.194
H  0.281  -1.944  -0.399
H  1.261  -2.599  0.931
H  -1.435  1.171  1.615
H  -1.191  1.456  -2.539
H  1.180  1.467  -1.037
H  0.857  -0.194  -1.519

**Multiplicity**: 1
**HOMO-LUMO gap (alpha / beta)**: 7.832 / 6.605 eV
**E_HOMO (alpha / beta)**: -7.483 / -6.515 eV


(z)
DFT (wB97M-V/def2-TZVPD) results for a single C5H8N2 molecule.

Atoms and positions in Å:
N  -0.669  -0.990  1.827
N  0.853  -2.661  -0.788
C  -0.411  0.558  -0.056
C  -0.178  0.763  -1.526
C  0.585  -1.740  -0.140
C  0.453  1.694  -0.533
C  0.214  -0.597  0.736
H  -1.013  1.121  -2.124
H  0.073  2.707  -0.445
H  0.472  0.061  -2.041
H  -0.191  -1.616  2.469
H  1.145  -0.253  1.198
H  -1.390  0.825  0.333
H  1.527  1.616  -0.366
H  -1.472  -1.491  1.457

**Multiplicity**: 1
**SMILES**: N#C[C@H](N)C1CC1
**HOMO-LUMO gap**: 11.261 eV
**E_HOMO**: -10.310 eV


So which one is most stable? That would be (w), about 3.9 kcal/mol below the next structure.